# 1
Molecular formula: C45H30BBaClF17O5PS
Method: DFT, ωB97M-V/def2-TZVPD

Relative energy (zero: lowest compared OMol25 entry of this formula, charge and spin)   58.6 kJ/mol
M   1220.33 g/mol
Lowest unoccupied orbital energy   3.85 eV
Frontier orbital gap   0.2207 hartree
Net charge   -2

Each line ends with the Löwdin charge.
Element x y z (Å)
F -2.7228 1.2777 -5.3601  0.09
H 3.4447 4.9142 0.2508  0.08
C -3.5141 -2.8057 -2.8709  -0.08
C 3.2487 0.9717 2.1166  -0.26
F 0.9358 4.6995 3.4887  0.15
C -1.8011 4.6079 -3.1848  -0.26
F -1.5151 5.7481 -2.5340  0.06
F -1.5817 4.8175 2.7676  0.17
C 2.6543 0.7781 -4.7345  -0.10
O 0.2457 -2.7326 3.6926  0.05
F -0.1309 1.3682 5.7259  0.16
C 3.0037 2.8392 0.5809  -0.26
H 2.7919 -0.6927 3.4037  0.07
F -4.8028 0.8798 -1.0223  0.14
O -2.3139 -0.0257 -0.2710  -0.33
H 1.9152 4.6237 1.0897  0.07
H -0.4847 -1.1879 -4.6267  0.10
C 2.5736 4.2540 0.3053  -0.07
C 1.1076 -5.7358 -2.8249  -0.09
H 2.6119 -7.0414 -2.0145  0.09
C -1.7599 2.2673 -3.4362  -0.24
B -0.2887 -1.5311 3.1036  -0.49
H 0.7128 -6.4736 -3.5124  0.10
C -2.4753 4.7359 -4.3842  -0.16
C -4.5955 0.2937 0.1666  -0.54
C -1.7104 -2.3081 4.7103  -0.24
C 2.6616 -5.1010 -1.1131  -0.12
F 0.1850 4.9437 5.4933  0.14
C 2.1684 -6.0537 -1.9895  -0.10
H 3.1646 1.4091 -5.4530  0.09
H 3.9048 0.4892 4.1119  0.08
C -1.2229 -2.0521 -2.8023  -0.38
O -3.4457 -1.7305 0.6765  0.05
C 0.4883 4.0256 4.5537  -0.54
H 2.0280 4.3223 -0.6353  0.03
C -2.4304 2.3755 -4.6404  -0.15
C -3.6087 -2.4129 -4.1998  -0.09
F -2.9100 3.2022 3.2737  0.15
C -1.9215 3.9721 3.7433  -0.54
H 4.6147 -1.0821 -1.0815  0.03
H 5.8247 0.1950 -1.2481  0.08
S -0.5309 3.2516 -1.1619  0.56
F -2.4406 4.7103 4.7475  0.14
C 2.8278 2.2691 1.8380  -0.02
C -3.3291 -0.6146 0.1836  -0.66
C 1.3269 -0.8558 -2.8994  -0.37
H -4.5426 -2.5300 -4.7365  0.09
Cl 2.7457 -2.6708 0.0207  0.75
C 2.0845 -3.8403 -1.0779  -0.64
C -2.6587 -3.6382 6.4272  -0.12
C -1.3249 -1.6608 -4.1337  -0.09
C 4.7500 -0.0102 -1.2370  -0.06
C -0.5279 -4.2771 5.4578  -0.02
H 2.3422 -2.4835 -3.8725  0.10
C -2.3305 -2.6200 -2.1743  -0.11
H 4.2046 -0.7680 1.3128  0.08
C 3.6213 2.0793 -0.4089  -0.02
F -3.4465 3.7335 -6.3023  0.08
H 3.4859 -5.3219 -0.4485  0.10
C 0.5443 -4.4695 -2.7777  -0.08
F 1.5235 3.3141 5.0264  0.15
C -1.4121 3.3732 -2.6469  -0.59
C -2.5143 -1.8383 -4.8282  -0.10
F -2.2100 1.5388 5.1899  0.17
C 4.0664 0.7858 -0.1578  -0.27
P 0.2584 -1.8110 -1.7522  1.12
C -2.7979 3.6163 -5.1254  -0.16
F -1.4151 1.0378 -3.0492  0.06
H 3.7380 2.4983 -1.4037  0.12
C -0.7024 3.0891 4.1685  -0.36
C 1.7987 1.3381 -3.7967  -0.07
F -2.8197 5.9551 -4.8474  0.08
O -0.3690 2.2774 3.1650  -0.46
Ba -0.7524 0.7177 1.4468  1.77
H -4.3719 -3.2247 -2.3592  0.10
C 2.8592 -0.5971 -4.7476  -0.11
F -5.7273 -0.3519 0.4880  0.13
F -1.3212 2.9755 6.5353  0.14
C 1.1508 0.5259 -2.8761  -0.12
H 0.3236 -4.9426 5.3940  0.11
H -2.5915 -1.4995 -5.8541  0.10
C 3.8756 0.2464 1.1100  -0.05
C 2.1938 -1.4102 -3.8406  -0.10
H -1.5331 -5.3625 7.0161  0.08
H 3.5324 -1.0393 -5.4730  0.09
H 4.3506 0.2419 -2.2200  0.06
H 0.4740 0.9946 -2.1670  0.04
H -3.5858 -1.8391 5.6343  0.11
H 1.6182 2.4063 -3.7612  0.11
H 2.3391 2.8406 2.6155  0.09
C 1.0156 -3.4893 -1.9031  -0.38
H -0.2880 -4.2309 -3.4275  0.10
H -3.4549 -3.8367 7.1347  0.08
F -4.4407 1.2862 1.0777  0.12
H -2.2838 -2.8726 -1.1211  0.10
H 2.1783 0.8519 3.9779  0.06
O -1.5429 -1.3130 3.8062  0.00
C -1.0962 2.2395 5.4238  -0.54
C -0.6206 -3.1708 4.6415  -0.25
C -1.5721 -4.5009 6.3600  -0.13
C 3.0199 0.3711 3.4788  -0.04
C -2.7444 -2.5185 5.5955  0.00

=====

# 2
Molecular formula: C3H10BN
Method: DFT, ωB97M-V/def2-TZVPD

Relative energy (zero: lowest compared OMol25 entry of this formula, charge and spin)   269.5 kJ/mol
M   70.93 g/mol
Lowest unoccupied orbital energy   0.55 eV
Frontier orbital gap   0.2958 hartree

Each line ends with the Löwdin charge.
Element x y z (Å)
H -2.2114 0.7756 1.4466  0.04
C -2.0603 0.9980 0.4186  -0.05
H -2.9932 1.0807 0.0202  -0.01
H -0.1502 -1.9257 -0.4192  0.04
H -1.9544 -1.8167 -0.7087  0.15
H 2.3109 -0.6124 1.0696  0.06
H 3.1004 -0.2849 -0.3988  0.05
H 1.3903 1.1881 -1.0987  -0.02
B -0.9874 -0.0674 -0.2006  -0.23
N -0.9804 -1.3797 -0.4739  0.14
H 1.2102 1.3912 0.5964  0.03
H -1.6264 2.0371 0.3395  0.07
C 2.1234 -0.5493 -0.0114  -0.20
H 1.5548 -1.5216 -0.3562  0.07
C 1.2737 0.6869 -0.2234  -0.14

=====

# 3
Molecular formula: C40H49ClN9OSn
Method: DFT, ωB97M-V/def2-TZVPD

Relative energy (zero: lowest compared OMol25 entry of this formula, charge and spin)   92.1 kJ/mol
M   826.06 g/mol
Lowest unoccupied orbital energy   -9.33 eV
Frontier orbital gap   0.2289 hartree
Net charge   +3

Each line ends with the Löwdin charge.
Element x y z (Å)
H 1.1429 -4.3058 -0.3882  0.13
H 5.1636 -0.7575 6.5725  0.14
C -2.5617 0.9908 0.4373  -0.14
H 4.0189 3.8052 -0.4556  0.12
C 5.3892 -3.3688 7.0254  -0.16
H 1.5015 3.9997 -1.2320  0.12
C 0.1586 1.8184 3.6619  -0.18
H 3.4821 -3.2570 -1.2706  0.14
C -5.9664 2.2448 0.1244  -0.09
N -0.3020 2.6736 4.5274  0.17
C 4.5857 -2.7458 6.0094  -0.19
C 2.9408 1.9767 -0.6259  -0.19
H -1.1038 5.7407 3.9427  0.15
H -2.1288 2.9499 6.2317  0.07
Cl -5.3932 1.1705 -2.2932  0.71
N -0.0303 -1.4998 -0.2058  0.01
Sn 0.5095 0.5641 0.7138  1.29
H -2.5767 5.7160 2.3063  0.13
H -0.7856 4.1473 1.7245  0.12
H -0.6859 3.5338 -1.7593  0.15
H 1.0576 4.0917 0.4612  0.12
C -1.4865 4.8178 4.3751  -0.01
C -2.0170 1.1543 -0.9746  -0.15
C 0.7579 -3.6365 -1.1644  0.03
H -4.1074 3.7085 -2.3005  0.11
H -5.6666 3.0175 5.6291  0.10
C 3.8285 -3.5384 5.1472  0.00
N -0.5997 1.5943 -0.9258  -0.11
C 4.5905 -1.4195 -1.1344  0.04
H -5.4064 4.7331 5.7440  0.10
H -2.0506 0.2178 -1.5267  0.12
H -2.0049 -1.8032 -0.8281  0.14
C 1.0396 3.4474 -0.4161  -0.13
C 3.8582 3.0083 -1.1832  0.04
H 1.3481 -3.8078 -2.0638  0.11
C 3.8031 -0.7589 4.9152  -0.01
C -0.4215 3.0696 -0.8099  -0.11
O -3.3404 6.0306 4.7771  0.03
C -5.8085 3.1997 1.1218  -0.03
H -3.8119 5.3830 -0.5043  0.13
H -3.7565 2.6666 6.8212  0.10
H -6.6070 1.3860 0.2760  0.12
N 2.1860 -0.2431 -0.6524  0.04
H -2.9979 -1.4902 1.3808  0.15
H -1.2488 4.8137 5.4333  0.14
C 3.4344 -2.1901 -1.1036  0.07
C -4.9884 4.3086 0.9364  -0.23
C 3.0606 -2.9414 4.1672  -0.01
H 0.6051 0.8820 3.9467  0.10
C -4.3864 4.4833 -0.3096  -0.03
H 3.4183 3.4620 -2.0758  0.12
H -1.1502 3.4167 -0.0808  0.10
C 3.2752 0.5180 -0.7168  -0.17
H -0.1330 1.2819 -1.7758  0.15
C -1.3801 -1.9960 0.0465  -0.15
C -3.7390 3.5940 4.8736  -0.48
H -1.4329 -1.7020 2.1731  0.14
H 3.7902 0.3187 4.8200  0.12
N 1.7705 2.2152 -0.1607  -0.03
C 2.2308 -1.5523 -0.8392  -0.18
H -2.9252 3.9995 2.1528  0.07
H -2.6055 1.9950 3.8671  0.05
H -4.6388 6.2772 1.6685  0.13
C -4.6590 5.2596 2.0587  -0.10
C 4.5724 -1.3568 5.8944  0.01
C -3.6405 2.2965 4.0531  -0.03
H -5.4381 5.2485 2.8140  0.10
H -6.3392 3.0714 2.0576  0.12
C -0.5295 3.4457 2.4969  -0.13
H 4.8179 2.5922 -1.4712  0.09
H 3.8477 -4.6139 5.2543  0.13
N 0.0293 2.2371 2.3549  0.02
H -3.1076 4.2998 6.8338  0.11
C -1.9279 -1.3018 1.2873  -0.13
C 3.0457 -1.5493 4.0463  -0.24
C 2.2507 -0.9240 3.0346  -0.06
N -1.6590 0.1579 1.2755  -0.11
C -3.0281 4.7983 4.1555  -0.43
C -5.3002 2.4114 -1.0782  -0.69
H 5.5482 -1.8903 -1.3134  0.14
H -4.1650 2.3795 3.0990  0.06
C -4.5411 3.5468 -1.3212  -0.12
C -5.2353 3.8681 5.1006  -0.02
C -3.2573 4.9235 2.6334  -0.10
H -2.6633 1.9655 0.9218  0.11
H -4.1080 1.4863 4.6157  0.10
C 4.5195 -0.0410 -0.9530  0.07
H -1.7431 0.4887 2.2342  0.10
H -4.2936 6.1238 4.8822  0.11
H -2.6272 1.8752 -1.5180  0.10
H -3.5616 0.5575 0.3915  0.14
H -1.3957 -3.0701 0.2239  0.14
H 5.4150 0.5624 -0.9928  0.14
C 0.8949 -2.2238 -0.7135  -0.21
C -3.1335 3.3683 6.2664  -0.03
H 2.4665 -3.5503 3.4989  0.12
H -5.8063 3.9906 4.1841  0.06
H -0.2717 -3.9105 -1.3732  0.10
N -0.7501 3.6968 3.7757  -0.05
N 6.0336 -3.8670 7.8339  0.21
C 1.5845 -0.3899 2.1741  -0.12

=====

# 4
Molecular formula: CH8N2O
Method: DFT, ωB97M-V/def2-TZVPD

Relative energy (zero: lowest compared OMol25 entry of this formula, charge and spin)   536.4 kJ/mol
M   64.09 g/mol
Lowest unoccupied orbital energy   0.32 eV
Frontier orbital gap   0.3707 hartree

Each line ends with the Löwdin charge.
Element x y z (Å)
H -2.8226 0.4571 -0.4563  0.01
N -2.0560 0.7447 0.1354  0.00
H -0.8476 -0.6101 -1.0289  0.09
H -2.0585 0.3980 1.0772  -0.01
O 2.7043 -0.2184 -0.6951  -0.15
H 1.9426 -0.3740 0.0109  -0.02
H 2.7256 0.7329 -0.8319  0.01
H -0.4282 0.0704 0.9298  0.09
C -0.3386 -0.0419 -0.2765  -0.19
N 0.6458 -0.4832 0.7769  0.00
H 0.2314 0.6826 -0.8269  0.09
H 0.3019 -1.3581 1.1854  0.08